Molecular formula: C3H11NO3
Method: DFT, ωB97M-V with the def2-TZVPD basis set

XYZ file:
```
18
C3H11NO3 (ωB97M-V with the def2-TZVPD basis set)
C -0.215 -1.368 -0.946
N 0.217 -0.145 -0.278
C -0.395 1.066 -0.579
C -0.422 1.607 -1.969
O -0.563 1.825 0.368
H 0.672 -2.020 -0.945
H -0.365 -1.129 -1.989
H -1.066 -1.926 -0.529
H 0.290 -0.262 0.722
H 0.218 1.018 -2.600
H -1.443 1.504 -2.379
H -0.120 2.651 -2.033
O 1.148 -2.385 1.769
H 1.029 -2.340 0.805
H 1.316 -1.457 2.008
O -0.162 0.777 2.767
H 0.573 1.072 3.312
H -0.713 1.511 2.496
```

Its SMILES is CNC(C)=O.O.O. As for the net charge: 0. The spin multiplicity is 1. The energy above the lowest of the compared OMol25 structures with the same formula, charge and spin is 115.0 kJ/mol. The frontier orbital gap is 10.3 eV. The total energy is -401.36924 Eh. The calculation puts the highest occupied orbital energy at -9.61 eV.